Entry 1:
Density functional theory data (ωB97M-V with the def2-TZVPD basis set) for a structure of composition C32H45HfIN2O2P.

HOMO	-17.53	eV
E_LUMO	-10.681	eV
largest force on an atom	0.396	eV/Å
multiplicity	1
relative energy (zero: lowest compared OMol25 entry of this formula, charge and spin)	0.0000	eV
net charge	+3
Kohn-Sham gap	6.847	eV

Each line ends with the Löwdin charge.
Cartesian coordinates (Å):
Hf  0.214  -1.267  -0.221  1.49
I  2.637  -2.812  -0.691  1.24
P  0.799  1.161  -1.078  1.03
O  -1.218  -2.312  -0.881  -0.24
O  -1.740  -2.000  4.139  -0.06
N  0.426  -2.445  1.588  -0.08
N  -4.575  -2.151  0.409  0.18
C  -3.117  -2.512  2.282  -0.11
C  1.656  -2.850  2.201  -0.32
C  1.839  2.486  -3.421  -0.17
C  -3.829  -2.024  -1.898  0.02
C  1.350  2.213  3.310  -0.16
C  3.997  -3.432  1.941  -0.09
C  1.826  1.717  0.352  -0.39
C  1.260  0.018  -3.559  -0.23
C  -3.557  -2.181  -0.440  -0.25
C  2.213  1.061  2.774  -0.15
C  1.762  -3.022  3.576  0.01
C  -1.640  1.726  -2.380  -0.17
C  -0.704  -2.918  2.005  0.01
C  4.080  -3.624  3.315  -0.01
C  -4.365  -2.293  1.711  -0.02
C  -3.155  2.001  -2.229  -0.15
C  2.783  -3.045  1.402  -0.57
C  1.570  3.113  0.951  -0.16
C  1.717  0.594  1.409  -0.29
C  2.348  -0.288  -4.596  -0.17
C  -3.494  2.675  -0.908  -0.17
C  3.064  0.998  -5.053  -0.17
C  2.974  -3.419  4.124  -0.01
C  -1.678  1.186  0.048  -0.24
C  -2.005  -2.563  1.419  -0.08
C  0.695  3.037  2.195  -0.17
C  -0.885  1.913  -1.053  -0.41
C  -2.965  -2.637  3.771  -0.16
C  -3.088  1.786  0.266  -0.14
C  1.734  1.154  -2.643  -0.44
C  -2.251  -2.373  0.044  -0.24
C  2.170  2.220  -4.899  -0.17
H  -0.809  2.974  -0.803  0.13
H  5.021  -3.933  3.749  0.14
H  3.980  1.145  -4.475  0.12
H  0.653  0.263  1.551  0.07
H  2.651  3.101  -5.320  0.13
H  0.907  3.048  -3.346  0.10
H  1.248  2.079  -5.468  0.12
H  2.852  1.678  -0.033  0.13
H  1.134  3.778  0.204  0.11
H  -1.147  1.149  1.009  0.08
H  -3.495  2.612  -3.063  0.13
H  1.019  -0.909  -2.984  0.06
H  0.484  4.043  2.557  0.13
H  -4.563  2.881  -0.854  0.13
H  3.246  1.389  2.631  0.14
H  -3.560  -2.933  -2.439  0.11
H  3.081  -0.976  -4.165  0.11
H  0.906  -2.830  4.210  0.12
H  2.612  3.104  -2.961  0.12
H  -0.709  -3.658  2.801  0.16
H  -5.246  -2.228  2.342  0.14
H  -3.243  -1.207  -2.325  0.07
H  -3.816  -2.154  4.255  0.14
H  -3.708  1.063  -2.300  0.10
H  2.743  0.878  -2.295  0.12
H  -3.810  0.976  0.390  0.12
H  3.381  0.886  -6.089  0.13
H  -2.959  -3.691  4.073  0.15
H  -1.492  0.695  -2.732  0.10
H  1.980  2.856  3.925  0.13
H  2.535  3.554  1.211  0.14
H  3.057  -3.561  5.193  0.14
H  -3.001  3.646  -0.837  0.12
H  0.578  1.822  3.974  0.12
H  -1.210  2.371  -3.145  0.11
H  -1.701  -1.928  5.101  0.12
H  4.866  -3.595  1.318  0.12
H  -0.285  2.616  1.933  0.09
H  -3.092  2.353  1.198  0.12
H  -1.831  0.138  -0.309  0.07
H  -4.887  -1.826  -2.042  0.11
H  1.897  -0.802  -5.444  0.12
H  2.246  0.231  3.481  0.12
H  0.323  0.291  -4.046  0.11
H  2.315  -0.279  1.087  0.07



Entry 2:
Density functional theory data (ωB97M-V with the def2-TZVPD basis set) for a structure of composition C10H15O10Pt at a distorted geometry.

HOMO (alpha / beta)	2.40 / 1.67	eV
E_LUMO (alpha / beta)	7.349 / 7.343	eV
largest force on an atom	4.694	eV/Å
multiplicity	3
relative energy (zero: lowest compared OMol25 entry of this formula, charge and spin)	1.5738	eV
⟨S²⟩	2.003
net charge	-3
Kohn-Sham gap (alpha / beta)	4.947 / 5.668	eV

Each line ends with the Mulliken spin population.
Cartesian coordinates (Å):
Pt  0.079  -0.032  -0.047  1.61
O  -0.311  -2.134  -0.604  0.07
O  0.881  1.410  -2.143  0.03
O  -2.312  -2.090  1.953  0.00
O  2.208  0.177  0.583  0.04
O  3.853  1.301  -0.134  0.00
O  -2.008  0.102  -0.837  0.05
O  0.090  2.143  -0.275  0.08
O  1.380  -1.531  -1.868  0.01
O  -4.119  -0.223  -0.951  0.01
O  -0.981  -0.314  1.957  0.05
C  4.271  -0.299  1.689  0.01
C  0.538  -2.350  -1.485  0.01
C  -3.326  2.071  -0.964  0.00
C  0.334  3.727  -2.157  0.01
C  0.669  -3.766  -2.118  0.01
C  -3.109  0.542  -0.874  0.01
C  -1.711  -1.173  2.557  0.00
C  -1.605  -1.423  4.075  0.02
C  0.456  2.376  -1.473  -0.01
C  3.406  0.493  0.679  0.00
H  -4.238  2.263  -1.532  0.00
H  -2.559  2.631  -1.497  0.00
H  -3.449  2.378  0.075  0.00
H  1.327  4.166  -2.259  0.00
H  -0.643  -1.899  4.269  0.00
H  0.584  -3.954  -3.190  0.00
H  -0.086  3.687  -3.162  0.00
H  -2.495  -1.979  4.369  0.00
H  3.673  -0.848  2.418  0.00
H  -0.314  4.332  -1.521  0.00
H  1.594  -4.168  -1.707  0.00
H  -1.471  -0.526  4.683  0.00
H  4.903  0.437  2.186  0.00
H  4.689  -1.153  1.154  0.00
H  -0.197  -4.376  -1.849  0.00